C28H29ClNO5S5SeTi | ωB97M-V with the def2-TZVPD basis set

```
71
C28H29ClNO5S5SeTi | OMol25 | ωB97M-V with the def2-TZVPD basis set
Ti 0.065 -0.672 -0.491
C -0.591 1.914 2.598
C -1.568 2.954 2.030
S -2.118 2.489 0.374
C -2.569 4.117 -0.269
C -2.418 4.180 -1.790
S -0.802 3.739 -2.456
C 0.276 4.787 -1.453
C 1.751 4.493 -1.764
S 2.331 2.820 -1.372
C 2.796 2.994 0.363
C 1.675 3.028 1.400
S 0.802 1.440 1.572
H -1.085 0.983 2.832
H -0.208 2.287 3.553
H -1.114 3.950 1.995
H -2.408 3.019 2.727
H -1.940 4.881 0.201
H -3.605 4.390 -0.044
H -2.717 5.179 -2.118
H -3.112 3.475 -2.256
H 0.080 4.595 -0.398
H 0.073 5.846 -1.643
H 2.385 5.226 -1.258
H 1.918 4.641 -2.835
H 3.383 3.912 0.469
H 3.466 2.156 0.558
H 0.974 3.834 1.172
H 2.133 3.283 2.362
Cl 1.274 -3.321 -7.062
C 0.925 -2.971 -5.393
C 0.845 -4.035 -4.479
C 0.567 -3.796 -3.163
C 0.349 -2.470 -2.703
O 0.058 -2.290 -1.476
C 0.470 -1.402 -3.628
C 0.341 -0.028 -3.244
O 0.208 0.331 -2.118
C 0.745 -1.682 -4.987
H 1.008 -5.044 -4.834
H 0.503 -4.596 -2.441
H 0.372 0.758 -4.009
H 0.830 -0.870 -5.697
O -0.708 -1.032 3.904
S -1.056 -1.901 2.792
O -0.413 -3.197 2.815
N -0.884 -1.136 1.371
C -2.114 -1.018 0.719
O -1.963 -0.478 -0.442
C -3.227 -1.514 1.427
C -4.617 -1.559 1.146
C -5.470 -2.109 2.070
C -5.019 -2.637 3.295
C -3.655 -2.606 3.589
C -2.801 -2.056 2.667
H -5.003 -1.159 0.216
H -6.531 -2.136 1.848
H -5.726 -3.062 3.995
H -3.266 -3.005 4.518
Se 2.738 -0.701 -0.518
C 3.367 -2.153 0.532
C 2.502 -2.978 1.241
C 2.991 -4.021 2.010
C 4.354 -4.268 2.082
C 5.226 -3.452 1.371
C 4.739 -2.406 0.605
H 1.438 -2.817 1.211
H 2.286 -4.634 2.558
H 4.734 -5.083 2.688
H 6.296 -3.628 1.410
H 5.432 -1.778 0.058
```

2S+1 = 3
relative energy (zero: lowest compared OMol25 entry of this formula, charge and spin) = 20.5 kcal/mol
<S²> = 2.03
HOMO-LUMO gap (alpha / beta) = 4.49 / 6.27 eV
net charge = -1

C29H21CoF5N6O2S3 | ωB97M-V with the def2-TZVPD basis set

```
67
C29H21CoF5N6O2S3 | OMol25 | ωB97M-V with the def2-TZVPD basis set
Co -0.637 0.231 0.259
C -3.363 -2.366 2.393
C -2.689 -1.484 1.391
N -2.128 -0.358 1.615
N -2.083 0.147 2.879
C -1.324 1.253 3.180
N -1.322 1.528 4.502
S -0.521 2.194 2.078
C -2.579 -1.985 -0.017
C -3.201 -3.139 -0.451
C -3.035 -3.522 -1.778
C -2.272 -2.736 -2.618
C -1.682 -1.593 -2.095
N -1.832 -1.240 -0.829
H -3.424 -1.959 3.397
H -2.810 -3.306 2.450
H -4.383 -2.591 2.078
H -2.346 -0.466 3.634
H -1.584 0.832 5.181
H -0.658 2.225 4.797
H -3.795 -3.740 0.222
H -3.496 -4.431 -2.142
H -2.117 -3.002 -3.654
H -1.047 -0.951 -2.697
F 3.478 -6.006 0.288
C 2.831 -4.884 0.622
C 1.684 -4.507 -0.049
F 1.215 -5.271 -1.044
C 1.019 -3.352 0.314
F -0.102 -3.054 -0.371
C 1.454 -2.521 1.338
S 0.657 -1.046 1.840
C 2.609 -2.938 1.995
F 3.110 -2.207 3.002
C 3.291 -4.091 1.654
F 4.397 -4.443 2.321
O 2.254 -0.980 -0.772
S 2.171 0.319 -1.371
O 2.519 0.460 -2.763
N 0.688 0.893 -1.088
C 0.240 1.995 -1.819
C 0.932 2.813 -2.690
C 0.285 3.845 -3.398
C -1.051 4.100 -3.268
C -1.793 3.319 -2.355
C -3.172 3.502 -2.113
C -3.817 2.729 -1.191
C -3.078 1.767 -0.483
N -1.801 1.569 -0.689
C -1.139 2.307 -1.624
C 3.232 1.405 -0.465
C 3.081 1.487 0.915
C 3.924 2.320 1.632
C 4.906 3.056 0.977
C 5.053 2.958 -0.399
C 4.213 2.127 -1.130
H 1.984 2.650 -2.870
H 0.879 4.443 -4.079
H -1.543 4.880 -3.834
H -3.704 4.264 -2.669
H -4.871 2.853 -0.983
H -3.544 1.164 0.286
H 2.322 0.889 1.415
H 3.815 2.393 2.707
H 5.566 3.701 1.545
H 5.822 3.526 -0.905
H 4.312 2.026 -2.202
```

2S+1 = 2
relative energy (zero: lowest compared OMol25 entry of this formula, charge and spin) = 6.1 kcal/mol
<S²> = 0.85
HOMO-LUMO gap (alpha / beta) = 6.50 / 6.50 eV
net charge = 0

C34H21F7O23P | ωB97M-V with the def2-TZVPD basis set

```
86
C34H21F7O23P | OMol25 | ωB97M-V with the def2-TZVPD basis set
O -5.685 1.029 2.225
C -5.523 -0.233 2.438
O -4.649 -0.621 3.456
P -6.407 -1.558 1.352
O -6.713 -0.833 -0.179
C -8.034 -2.019 2.247
F -8.097 -3.470 2.217
F -7.914 -1.654 3.622
C -9.373 -1.490 1.539
F -9.584 -2.143 0.272
F -10.508 -1.891 2.345
C -9.484 0.109 1.393
F -9.298 0.577 0.057
F -8.693 0.825 2.330
F -10.846 0.460 1.714
H -5.892 -0.455 -0.570
C -5.812 -5.750 -3.039
C -6.215 -5.335 -1.835
C -5.252 -4.774 -0.845
O -5.657 -4.388 0.235
C -3.835 -4.715 -1.222
C -3.433 -5.133 -2.423
C -4.400 -5.669 -3.423
O -3.998 -6.026 -4.521
O -2.119 -5.086 -2.785
O -7.522 -5.406 -1.464
H -6.501 -6.157 -3.768
H -3.144 -4.322 -0.488
H -2.088 -5.440 -3.695
H -7.555 -5.044 -0.555
C 0.470 -1.319 -6.257
C 1.101 -1.015 -5.120
C 0.628 -1.538 -3.807
O 1.240 -1.253 -2.793
C -0.573 -2.378 -3.792
C -1.205 -2.679 -4.928
C -0.717 -2.180 -6.245
O -1.310 -2.490 -7.264
O -2.324 -3.457 -4.927
O 2.204 -0.215 -5.115
H 0.804 -0.949 -7.217
H -0.915 -2.735 -2.830
H -2.591 -3.530 -5.865
H 2.475 -0.147 -4.176
C 5.494 0.579 -0.582
C 5.938 0.432 0.668
C 5.231 -0.444 1.646
O 5.676 -0.569 2.775
C 4.011 -1.125 1.203
C 3.563 -0.976 -0.047
C 4.286 -0.120 -1.033
O 3.862 -0.019 -2.173
O 2.429 -1.600 -0.469
O 7.056 1.078 1.101
H 5.998 1.210 -1.302
H 3.498 -1.743 1.927
H 2.316 -1.336 -1.408
H 7.168 0.808 2.036
C 0.954 5.139 0.678
C 1.671 4.287 1.414
C 1.615 2.817 1.174
O 2.298 2.069 1.853
C 0.724 2.325 0.119
C 0.004 3.176 -0.615
C 0.081 4.649 -0.394
O -0.577 5.399 -1.095
O -0.830 2.734 -1.596
O 2.485 4.727 2.414
H 0.987 6.208 0.840
H 0.679 1.254 -0.032
H -1.232 3.539 -1.978
H 2.891 3.922 2.791
C 7.608 4.337 3.337
C 7.979 5.588 3.616
C 8.745 5.914 4.853
O 9.084 7.065 5.067
C 9.059 4.817 5.776
C 8.685 3.567 5.498
C 7.943 3.238 4.248
O 7.633 2.081 4.017
O 8.967 2.539 6.346
O 7.672 6.620 2.781
H 7.053 4.087 2.442
H 9.600 5.069 6.678
H 8.595 1.741 5.921
H 8.050 7.416 3.203
```

HOMO-LUMO gap = 4.03 eV
net charge = -1

C48H55F3N3O3PS3Ti | ωB97M-V with the def2-TZVPD basis set

```
117
C48H55F3N3O3PS3Ti | OMol25 | ωB97M-V with the def2-TZVPD basis set
Ti -2.154 0.114 -0.007
C -0.739 0.630 5.226
N -1.195 1.209 3.963
C -2.551 0.980 3.480
C -2.831 -0.521 3.227
N -2.290 -1.140 1.900
C -0.997 -1.795 2.260
C -3.285 -1.998 1.266
C -3.163 -3.370 1.192
C -4.162 -4.152 0.604
C -5.288 -3.503 0.076
C -5.383 -2.121 0.048
C -4.398 -1.331 0.598
S -4.528 0.504 0.355
C -0.640 2.444 3.598
C -0.995 3.614 4.279
C -0.321 4.815 4.053
C 0.827 4.872 3.209
C 1.163 3.742 2.495
C 0.377 2.562 2.576
S 0.615 1.536 1.219
H -1.139 1.162 6.142
H 0.362 0.718 5.228
H -1.005 -0.418 5.347
H -2.677 1.623 2.554
H -3.298 1.315 4.223
H -3.949 -0.550 3.122
H -2.589 -1.148 4.064
H -1.107 -2.621 3.068
H -0.332 -1.004 2.619
H -0.473 -2.117 1.339
H -2.326 -3.896 1.629
H -4.100 -5.249 0.607
H -6.109 -4.159 -0.287
H -6.221 -1.576 -0.446
H -1.862 3.611 4.942
H -0.719 5.690 4.490
H 1.315 5.826 3.046
H 2.072 3.737 1.880
F -4.001 4.383 -0.562
C -4.112 5.555 0.055
F -4.830 5.400 1.163
F -4.841 6.396 -0.738
S -2.199 6.359 0.350
O -2.655 7.683 0.871
O -1.754 6.243 -1.052
O -0.921 1.229 0.707
C -2.369 -4.975 -3.403
C -1.518 -3.965 -2.711
C -0.171 -4.190 -2.478
C 0.650 -3.226 -1.824
C 2.046 -3.625 -1.460
C 0.070 -2.015 -1.397
C -1.263 -1.671 -1.819
C -2.060 -2.745 -2.258
N -1.696 -0.366 -1.825
C -1.802 0.518 -3.044
C -2.142 1.951 -2.578
C -2.134 2.915 -3.788
C -0.753 2.837 -4.498
C -0.486 1.405 -4.983
C -1.644 0.863 -5.919
C -3.015 0.971 -5.228
C -3.187 2.478 -4.809
C -2.911 0.021 -4.021
C -0.442 0.503 -3.771
H -3.200 -5.236 -2.747
H -1.795 -5.889 -3.686
H -2.808 -4.614 -4.337
H 0.359 -5.038 -2.943
H 2.235 -4.660 -1.678
H 2.255 -3.436 -0.373
H 2.794 -3.085 -2.047
H 0.701 -1.243 -0.954
H -3.144 -2.559 -2.370
H -1.417 2.290 -1.795
H -3.179 1.919 -2.184
H -2.296 3.952 -3.423
H 0.072 3.152 -3.825
H -0.644 3.543 -5.343
H 0.461 1.337 -5.549
H -1.383 -0.150 -6.297
H -1.544 1.540 -6.763
H -3.892 0.679 -5.835
H -4.208 2.557 -4.321
H -3.241 3.116 -5.705
H -2.653 -0.987 -4.394
H -3.797 -0.113 -3.383
H 0.270 0.902 -3.049
H -0.117 -0.522 -4.086
C 5.410 -3.291 2.771
P 4.585 -1.847 1.940
C 5.082 -0.595 3.123
C 4.440 -0.683 4.350
C 4.830 0.193 5.362
C 5.806 1.143 5.143
C 6.449 1.228 3.901
C 6.152 0.303 2.917
C 5.562 -1.542 0.404
C 4.811 -1.398 -0.783
C 5.441 -1.065 -1.989
C 6.816 -1.101 -2.079
C 7.550 -1.361 -0.907
C 6.940 -1.549 0.323
H 6.483 -3.148 2.859
H 5.290 -4.144 2.047
H 4.897 -3.617 3.743
H 3.602 -1.428 4.468
H 4.363 0.132 6.370
H 6.113 1.839 5.937
H 7.166 2.047 3.734
H 6.569 0.377 1.944
H 3.704 -1.453 -0.774
H 4.904 -1.067 -2.949
H 7.288 -1.013 -3.059
H 8.608 -1.473 -1.014
H 7.540 -1.913 1.144
```

HOMO-LUMO gap (alpha / beta) = 3.70 / 3.69 eV
net charge = 0

C24H16ClN3OTc | ωB97M-V with the def2-TZVPD basis set

```
46
C24H16ClN3OTc | OMol25 | ωB97M-V with the def2-TZVPD basis set
Tc -0.958 -1.778 0.141
Cl -3.822 0.964 6.187
C -3.311 0.027 4.858
C -3.228 -1.381 4.971
C -2.735 -2.127 3.933
C -2.307 -1.520 2.726
O -1.786 -2.208 1.784
C -2.439 -0.079 2.585
C -2.044 0.635 1.425
N -1.449 0.157 0.348
C -1.069 0.979 -0.734
C -1.202 2.352 -0.841
C -0.778 3.022 -1.998
C -0.230 2.345 -3.056
C -0.090 0.941 -2.998
C 0.396 0.160 -4.066
C 0.461 -1.208 -3.919
C 0.107 -1.786 -2.698
N -0.352 -1.084 -1.669
C -0.493 0.266 -1.824
C -2.943 0.648 3.678
H -3.553 -1.854 5.887
H -2.633 -3.200 4.016
H -2.242 1.703 1.463
H -1.624 2.942 -0.042
H -0.911 4.091 -2.058
H 0.094 2.858 -3.948
H 0.696 0.652 -4.981
H 0.787 -1.843 -4.725
H 0.210 -2.855 -2.543
H -3.012 1.724 3.599
C 0.997 -1.584 1.072
C 1.957 -0.843 0.254
C 2.023 0.560 0.319
C 2.936 1.261 -0.437
C 3.828 0.566 -1.262
C 3.784 -0.830 -1.331
C 2.841 -1.517 -0.599
C 4.760 1.273 -2.057
N 5.504 1.843 -2.713
H 0.877 -1.120 2.050
H 1.295 -2.629 1.195
H 1.358 1.093 0.982
H 2.989 2.338 -0.386
H 4.504 -1.359 -1.938
H 2.809 -2.594 -0.653
```

2S+1 = 4
<S²> = 3.85
HOMO-LUMO gap (alpha / beta) = 5.89 / 5.60 eV
net charge = +2

C27H41CdF7O15P | ωB97M-V with the def2-TZVPD basis set

```
92
C27H41CdF7O15P | OMol25 | ωB97M-V with the def2-TZVPD basis set
Cd -1.565 -2.313 2.150
P 1.402 0.012 -0.337
F 1.674 1.021 -1.584
F 1.152 -1.378 -1.256
F 2.963 -0.484 -0.353
F 1.005 -1.040 0.887
F 1.577 1.115 0.797
F -0.215 0.263 -0.329
C 9.858 6.732 -3.030
O 8.736 6.394 -2.205
C 7.890 5.554 -2.780
O 7.884 5.157 -3.953
O 7.049 5.258 -1.790
C 6.051 4.362 -1.898
H 10.672 6.945 -2.337
H 9.593 7.651 -3.553
H 10.224 5.953 -3.699
H 5.543 4.569 -2.839
H 5.376 4.485 -1.051
H 6.354 3.328 -2.062
C -3.616 3.204 2.384
O -3.119 2.931 3.716
C -2.904 1.706 4.239
O -2.729 0.696 3.604
O -2.861 1.710 5.520
C -2.899 2.956 6.338
H -2.864 2.818 1.697
H -3.769 4.282 2.328
H -4.613 2.765 2.345
H -2.389 3.796 5.867
H -2.645 2.807 7.387
H -3.930 3.282 6.473
C -3.913 -5.159 -1.308
O -4.734 -4.124 -1.641
C -4.626 -2.954 -1.095
O -3.703 -2.690 -0.310
O -5.595 -2.122 -1.550
C -5.715 -0.772 -1.268
H -4.200 -6.109 -1.759
H -3.941 -5.266 -0.224
H -2.893 -4.925 -1.611
H -6.022 -0.143 -2.103
H -4.774 -0.322 -0.950
H -6.197 -0.503 -0.328
C 2.423 -5.514 6.665
O 1.735 -4.701 5.795
C 0.987 -3.665 6.145
O 0.296 -3.065 5.350
O 0.948 -3.468 7.492
C 0.064 -2.526 7.963
H 2.139 -6.566 6.623
H 2.340 -5.233 7.715
H 3.488 -5.536 6.435
H -0.170 -2.767 8.999
H -0.801 -2.389 7.313
H 0.456 -1.511 7.888
C 3.110 -5.599 1.296
O 2.100 -6.604 0.993
C 0.817 -6.363 1.010
O 0.240 -5.268 1.264
O 0.097 -7.496 0.901
C 0.714 -8.763 0.622
H 4.063 -6.060 1.557
H 2.804 -4.914 2.087
H 3.314 -4.981 0.423
H 1.226 -8.602 -0.326
H 0.050 -9.604 0.425
H 1.477 -8.990 1.368
F -1.994 8.729 1.227
C -1.577 7.742 0.420
C -2.266 7.450 -0.742
C -1.937 6.393 -1.538
C -0.776 5.613 -1.212
C -0.054 5.882 -0.031
C -0.462 6.936 0.787
H -3.152 8.032 -0.950
H -2.490 6.205 -2.446
H -0.312 4.862 -1.834
H 0.866 5.374 0.219
H 0.065 7.174 1.699
C -1.846 -0.214 -9.219
C -1.129 -0.283 -8.031
C -1.735 -0.971 -6.931
C -2.970 -1.626 -7.112
C -3.464 -1.854 -8.353
C -2.954 -1.056 -9.435
H -1.582 0.379 -10.082
H -0.247 0.340 -8.043
H -1.261 -0.960 -5.961
H -3.314 -1.991 -6.156
H -4.412 -2.366 -8.438
H -3.488 -1.055 -10.374
```

HOMO-LUMO gap = 1.38 eV
net charge = +1

Which of these has the highest net charge? C24H16ClN3OTc